(1)
3 unconnected molecules or ions with the total composition C21H40N4O11S2 in a non-equilibrium geometry, computed with ωB97M-V/def2-TZVPD.

F_max   1.5 eV/A
HOMO-LUMO gap   9.560 eV

Each line ends with the Mulliken charge.
Positions of all 78 atoms, in Å:
1 H 4.74279 2.42913 3.63975  0.2783
2 N 4.08551 2.86378 4.28043  -0.7421
3 C 2.90586 2.58712 3.91606  0.4683
4 N 2.61492 1.79603 2.75417  -0.6512
5 N 1.82060 3.00314 4.68800  -0.2848
6 C 0.66283 3.59371 3.99813  -0.9188
7 C -0.43334 2.56314 3.64766  -1.3031
8 C -0.81172 2.43910 2.16349  1.7834
9 C -1.05001 3.78268 1.44250  -1.6390
10 C -2.50753 4.09146 1.11902  0.3225
11 S -2.51384 5.84165 0.47862  -0.1969
12 O -3.31742 4.08386 2.29584  -0.3262
13 S -4.33660 2.85799 2.37556  0.9922
14 O -3.85264 1.90362 3.30602  -0.5078
15 O -5.66150 3.33899 2.44488  -0.6145
16 O -4.02752 2.30253 0.89220  -0.3698
17 C -3.24601 3.14493 0.10476  1.4295
18 C -2.40854 2.40259 -0.93168  -1.1414
19 C -2.84353 0.95962 -1.27379  -1.0601
20 C -1.81866 -0.12935 -0.96618  -1.0739
21 C -1.56352 -0.33682 0.55235  1.9546
22 C -1.65611 -1.81770 0.97237  -1.0159
23 C -2.96419 -2.22439 1.65466  -0.4921
24 C -3.33369 -1.35031 2.85276  -0.8826
25 O -4.15434 4.00577 -0.68547  -0.4814
26 C -5.38835 3.63690 -0.78888  0.6054
27 N -6.50180 3.36020 -0.83853  -0.5359
28 H 2.02420 1.01591 3.02220  0.3018
29 H 2.11648 2.34729 2.06515  0.2995
30 H 2.18514 3.63246 5.39177  0.3129
31 H 0.23802 4.29316 4.71710  0.3201
32 H 0.97923 4.18462 3.13226  0.5233
33 H -1.32969 2.76432 4.23408  0.3071
34 H -0.04956 1.59537 3.97248  0.5566
35 H -1.73477 1.86385 2.13293  -1.0126
36 H -0.03845 1.87278 1.64517  -0.0247
37 H -0.50473 3.81076 0.49997  0.3619
38 H -0.69039 4.62837 2.02367  0.8801
39 H -2.59541 6.37363 1.70277  0.1965
40 H -1.34808 2.44460 -0.68704  0.3659
41 H -2.52369 2.98528 -1.84334  0.5542
42 H -3.01583 0.93230 -2.35171  0.4154
43 H -3.79578 0.69423 -0.81231  0.4996
44 H -2.18221 -1.07742 -1.36077  0.4974
45 H -0.87001 0.13246 -1.43979  0.2489
46 H -0.55733 0.00944 0.78676  0.0031
47 H -2.29676 0.25607 1.09906  -1.1786
48 H -1.50922 -2.44226 0.08752  0.2280
49 H -0.83117 -2.05517 1.65033  0.3971
50 H -3.78099 -2.20676 0.92634  0.2483
51 H -2.85889 -3.25840 1.99105  0.4137
52 H -2.45552 -1.12880 3.46355  0.2157
53 H -3.73308 -0.38994 2.52391  0.0331
54 H -4.10736 -1.81019 3.46599  0.4493
55 C 0.56970 -2.08964 -5.20117  -0.7283
56 O 1.16828 -3.31564 -4.76991  -0.3052
57 C 0.78571 -3.71788 -3.55645  0.8772
58 O 0.01099 -3.14429 -2.83645  -0.5704
59 O 1.41960 -4.85398 -3.28155  -0.3275
60 C 1.12602 -5.40113 -1.99025  -0.6346
61 H 0.97522 -1.89396 -6.18937  0.2302
62 H -0.51224 -2.19013 -5.25896  0.3351
63 H 0.83049 -1.27719 -4.52492  0.3177
64 H 0.06553 -5.62969 -1.90572  0.3054
65 H 1.42060 -4.70617 -1.20662  0.2959
66 H 1.71103 -6.31216 -1.91629  0.2039
67 C 4.31576 -2.83873 -4.53111  -0.4108
68 O 5.56299 -3.51013 -4.74193  -0.3399
69 C 6.10649 -4.00552 -3.63276  0.7994
70 O 5.64286 -3.93010 -2.52394  -0.5473
71 O 7.25364 -4.60072 -3.95802  -0.3288
72 C 7.94873 -5.18198 -2.85111  -0.6262
73 H 3.98781 -2.49487 -5.50739  0.2036
74 H 3.58061 -3.52247 -4.11841  0.1262
75 H 4.45255 -1.98634 -3.86679  0.3132
76 H 7.34175 -5.95209 -2.37905  0.2955
77 H 8.21007 -4.41991 -2.11952  0.2917
78 H 8.85000 -5.62256 -3.26610  0.2136

Atomic forces in eV per Å
-0.01 -0.08 0.05
-0.04 0.12 -0.04
0.08 -0.13 -0.03
0.05 0.05 0.13
0.20 0.32 -0.23
-0.21 -0.26 0.40
0.31 0.00 -0.21
-0.10 0.53 0.37
-0.19 -0.69 0.16
0.32 1.30 -0.67
-0.26 -0.14 -0.07
-0.18 -0.36 0.05
0.05 0.18 0.25
-0.09 0.02 -0.08
0.09 0.06 -0.03
0.26 -0.30 0.12
-0.08 0.29 -0.13
0.03 -0.27 -0.13
-0.02 -0.22 -0.41
-0.01 0.26 0.86
-0.07 -0.46 -0.63
0.03 0.06 0.12
0.00 0.03 0.06
-0.04 0.22 -0.35
-0.18 -0.16 0.13
0.30 0.12 0.27
-0.33 -0.14 -0.24
-0.10 0.03 -0.10
-0.01 -0.05 -0.04
-0.06 -0.12 0.13
0.05 0.15 -0.11
0.02 -0.05 -0.06
-0.02 0.01 -0.02
-0.21 -0.06 0.11
0.26 -0.23 -0.09
-0.10 0.03 -0.09
0.01 0.19 0.02
0.01 -0.01 0.04
0.16 -0.06 0.09
-0.07 -0.18 0.21
0.16 0.19 0.08
-0.13 0.02 0.02
0.01 0.14 0.07
0.09 0.08 -0.34
-0.05 -0.24 -0.26
-0.16 0.18 0.13
0.19 -0.05 0.16
0.10 -0.05 0.03
-0.03 0.03 0.05
-0.03 -0.04 0.02
-0.05 -0.05 -0.11
-0.04 -0.12 0.13
0.03 -0.05 0.08
0.08 -0.07 0.08
0.01 0.05 -0.10
-0.10 0.03 -0.02
0.05 -0.02 0.01
-0.04 0.03 0.02
0.00 0.00 -0.01
0.04 -0.08 0.07
0.02 -0.04 0.00
-0.01 0.01 0.06
-0.04 -0.02 0.04
-0.01 0.05 0.01
-0.04 0.03 -0.01
0.02 0.01 -0.05
-0.04 0.07 -0.02
0.02 0.04 -0.01
0.00 -0.01 -0.02
0.00 0.00 0.00
0.00 0.00 0.00
0.09 -0.05 0.01
0.07 -0.06 -0.04
0.04 -0.02 0.04
-0.01 -0.04 0.05
-0.03 0.04 0.03
-0.05 0.00 0.02
-0.02 0.02 -0.05

***

(2)
2 unconnected molecules or ions with the total composition CH3N3O in a non-equilibrium geometry, computed with ωB97M-V/def2-TZVPD.

F_max   7.3 eV/A
HOMO-LUMO gap   9.228 eV

Each line ends with the Mulliken charge.
Positions of all 8 atoms, in Å:
1 C 1.51492 0.01354 0.19126  0.5181
2 N -1.78301 -0.40300 -0.02335  0.1176
3 N -1.18394 0.55838 -0.15937  -0.5480
4 N 2.22551 0.93410 -0.02961  -0.4111
5 O 1.21915 -1.10081 0.30820  -0.4358
6 H -1.33876 -1.27545 0.46056  0.2302
7 H -2.80568 -0.67214 -0.31883  0.2209
8 H 2.15181 1.94538 -0.42886  0.3082

Atomic forces in eV per Å
0.68 -1.09 -0.87
-2.50 -6.68 1.49
2.07 5.14 -1.12
0.92 5.37 -1.24
-1.48 -1.26 0.80
-0.49 0.70 -0.51
1.03 0.98 0.08
-0.25 -3.16 1.36

***

Across the entries above, E takes the values -2667.1529 -279.3038 Eh, respectively.
Across the entries above, highest occupied orbital energy takes the values -9.42 -8.34 eV, respectively.
Across the entries above, E_LUMO takes the values 0.14 0.89 eV, respectively.